# C16H24AgI2O12

A molecular structure, C16H24AgI2O12 (ωB97M-V/def2-TZVPD, OMol25).

Structure (XYZ):
```
55
Properties=species:S:1:pos:R:3:lowdin_spin:R:1
H 5.66889 -6.30172 2.15443 0.0000
C 6.60331 -4.46531 1.15169 0.0000
H -1.20857 3.37680 -7.84645 0.0000
O -2.14344 -3.08119 -0.39341 0.0000
H 7.15322 -6.39666 1.33108 0.0000
H 7.07779 -4.20010 2.09647 0.0000
H -3.92874 -6.43768 0.93428 0.0000
O 6.81904 -2.91082 -0.36429 0.0000
H -2.18963 2.64386 -6.66394 0.0000
C 7.52908 -4.07330 0.04122 0.0000
O -1.01853 -1.81406 1.06070 -0.0006
O -1.28744 3.52180 -3.37386 0.0000
C -5.26260 5.28256 3.00688 0.0000
Ag 2.69681 1.67382 1.31344 -0.2306
H -3.60510 -4.41254 -0.62252 0.0000
H -3.88180 4.27641 5.03144 0.0000
C 5.58110 -2.85581 0.07375 -0.0001
H 7.68832 -4.83650 -0.72054 0.0000
C -1.14537 2.86172 -6.88791 0.0000
O 4.67152 -2.11110 -0.09079 -0.0032
C -1.73994 4.73902 3.02652 0.0000
O -2.87286 5.21139 2.37047 0.0000
C -3.35642 5.13180 4.60672 0.0000
H -5.69610 5.87148 3.81518 0.0000
H -5.54576 5.66189 2.02503 0.0000
C -2.46635 -4.96300 0.88346 0.0000
C 6.18526 -5.89773 1.28365 0.0000
O -2.07059 -3.75827 1.61788 0.0000
H -1.52131 5.24178 -4.50298 0.0000
O 5.44179 -3.70285 0.97876 -0.0001
C -1.61232 4.16300 -4.62966 0.0000
O 0.08350 1.85266 -2.67626 -0.0018
H -4.57504 -4.86928 1.30611 0.0000
H 8.55405 -3.85068 0.33785 0.0000
H -3.26264 5.93367 5.33905 0.0000
C -0.60865 3.56195 -5.58274 0.0000
H -3.62918 6.66433 3.22757 0.0000
C -3.71880 -5.51999 1.48370 0.0000
H -0.87171 1.83510 -7.13133 0.0000
O -2.07122 4.61256 4.36358 0.0000
H -5.48195 4.22008 3.11238 0.0000
C -0.39209 2.52506 -3.59237 -0.0001
H -2.00890 -5.02845 -1.22516 0.0000
I 4.68402 4.34991 -1.04107 0.4737
H 5.72186 -6.29525 0.38070 0.0000
O -0.11063 2.41750 -4.84500 0.0000
C -2.52208 -4.39647 -0.50035 0.0000
C -1.73243 -2.80063 0.78247 0.0000
H -1.67847 -5.70608 1.00664 0.0000
C -3.82770 5.59369 3.27668 0.0000
H 0.04285 4.42526 -5.71817 0.0000
H -3.64434 -5.81059 2.53161 0.0000
I 3.74621 0.33451 5.03577 0.7657
H -2.57026 4.10239 -5.14615 0.0000
O -0.68955 4.41016 2.56771 -0.0029
```

Output
energy	-2269.134861	hartree
HOMO-LUMO gap (spin up / spin down)	6.588 / 3.007	eV
molar mass	770.032	g/mol
total charge	0
spin multiplicity	2
LUMO (spin up / spin down)	-1.4 / -3.5	eV

***

# C16H24AlF6NO9P2

A molecular structure, C16H24AlF6NO9P2 (ωB97M-V/def2-TZVPD, OMol25).

Structure (XYZ):
```
59
Properties=species:S:1:pos:R:3:lowdin_charge:R:1
O -1.94515 -5.44596 -0.79303 -0.2462
H -1.72586 -4.99582 0.06343 0.0634
C 1.61047 -1.15851 2.74892 -0.1555
O 0.49881 -4.64939 -1.87007 -0.3098
H -2.69354 -0.27194 -2.39148 0.1470
P 1.58873 1.92597 2.14484 0.9874
F -0.22911 -3.07914 1.29923 0.0236
H 1.70229 -0.43375 3.64014 0.1035
O 0.67418 2.66439 3.40331 -0.2614
N 0.54286 0.81594 1.21195 -0.1277
C 0.64764 3.19742 -1.46594 -0.1878
Al -6.22265 -1.51272 2.22198 0.0444
C -1.25003 -1.30189 -0.22588 0.1186
H 5.94336 0.71770 0.25400 0.0983
H 1.66681 2.68168 -1.29581 0.1057
O -1.78377 -2.94967 -2.18232 -0.2490
H 0.82067 3.66252 -3.64004 0.1319
H 3.01340 -0.31329 0.29742 0.0962
C 4.66943 0.42202 1.73026 -0.2406
C 0.22718 2.90639 -2.99088 -0.1692
O 0.87048 1.27340 -4.85914 -0.0996
F -6.65996 -0.85747 0.62929 -0.2541
H -0.87577 3.08856 -3.23283 0.1150
C 0.61820 -0.60383 1.59636 -0.0558
F -7.42381 -1.00114 3.42472 -0.2541
H 0.24188 0.57460 -2.89637 0.1058
C -1.28770 0.22953 -0.62586 -0.0144
H 1.87535 1.40916 -3.03062 0.1258
C -2.32194 0.62371 -1.77690 -0.0220
H 4.46094 -1.42544 0.50455 0.1239
H 3.72949 -1.78229 3.08327 0.1234
C 3.02407 -1.68554 2.18717 -0.1791
F -6.18035 -3.28631 2.14150 -0.2564
O -4.31514 2.15028 -1.38193 0.1206
H 0.87144 -4.54767 -2.77671 0.0498
H 2.90985 -2.73688 1.73301 0.1229
H -1.98994 1.47523 -2.45773 0.1051
O 2.35889 3.08801 1.15457 -0.2669
P -1.20875 -4.58871 -2.07310 0.9391
C -0.26833 -1.70284 0.90580 0.0045
H 0.82314 4.32605 -1.36590 0.1224
H 4.72108 0.31164 2.86759 0.1246
H 0.21281 1.94412 3.90569 0.0806
C -3.63861 1.18123 -1.00021 -0.2884
C -2.15819 -2.42583 -0.90524 -0.4045
O -3.20107 -2.77558 -0.28879 0.1536
C 3.72125 -0.74611 1.08486 -0.1754
C -0.44222 2.77260 -0.36248 -0.1170
H -1.52672 2.96269 -0.67720 0.1287
O 6.01487 0.28330 1.14277 -0.1267
H 0.25332 0.52173 -5.04254 0.0958
H 4.31972 1.47239 1.44917 0.0758
F -3.92614 0.47354 0.21415 0.0490
H 2.01918 3.98898 1.39901 0.0894
H -0.24778 3.42275 0.57863 0.1119
H 1.06747 -2.08892 3.18001 0.1296
C -0.35548 1.25159 0.12234 -0.0431
C 0.77586 1.45110 -3.40126 -0.2461
F -4.61710 -0.90359 2.69033 -0.2664
```

Output
energy	-2880.348187	hartree
HOMO-LUMO gap	6.575	eV
molar mass	577.284	g/mol
total charge	0
spin multiplicity	1
LUMO	-3.4	eV

***

# C16H24BBrFNO8S

2 unconnected molecules or ions with the total composition C16H24BBrFNO8S (ωB97M-V/def2-TZVPD, OMol25).

Structure (XYZ):
```
53
Properties=species:S:1:pos:R:3:lowdin_charge:R:1
C 0.93210 -0.73588 -1.09328 -0.4125
H -4.99843 2.17647 4.06378 0.1067
C 0.75350 -3.06020 -1.64356 -0.5434
C 3.03637 4.00178 -1.80286 -0.2926
O -0.01597 -2.35138 -2.66060 0.0416
H 3.20126 0.09398 -2.94465 0.1307
C 2.86273 -2.98946 1.10042 0.1778
H -3.16592 -1.41832 -0.78591 0.0782
C -4.69790 1.13217 4.14645 -0.2344
C -2.37155 1.43019 3.47368 -0.2116
C 3.37860 1.67816 -1.51460 -0.1483
H -1.32504 1.18640 3.65374 0.1124
B 2.10244 -3.46182 -2.45667 -0.7103
H 1.27232 -4.17045 -4.07347 0.1072
H -2.76168 1.32026 1.32572 0.1042
C -0.34316 -2.25537 0.59876 -0.1167
H -5.41686 0.58179 4.74915 0.1061
O -5.41004 1.29622 1.61075 -0.3246
C 0.07032 -1.02485 -2.36703 -0.3699
H 1.68435 1.03651 -2.62029 0.1346
C 1.97157 -2.55938 0.41506 -0.0705
H -2.42784 -0.25247 2.08376 0.0744
C -3.26344 1.00805 4.64835 -0.2245
H -3.05163 -0.02933 4.91830 0.1181
O -0.47517 -0.15781 -2.96638 0.1876
H 2.20297 5.80886 -2.68136 0.0715
H 3.98661 -3.34615 -2.79592 0.1287
F 0.35274 0.15865 -0.26852 0.1354
O 2.25527 -0.48103 -1.23715 0.0087
H 1.00576 4.56003 -2.36336 0.0775
H 3.66400 1.34375 -0.51346 0.1340
H -3.09369 1.62655 5.52912 0.1131
C 1.91381 5.02740 -1.97755 -0.0726
H 3.55268 3.90536 -2.76664 0.1137
C -1.72565 -2.25577 -0.03987 -0.2336
C 0.83051 -2.15182 -0.42285 -0.3207
C -2.89597 0.71846 2.22039 -0.2325
N -2.25519 -1.16318 -0.39543 0.1408
Br -0.11089 -4.81520 -1.34886 0.9167
H 3.75154 4.41189 -1.07575 0.1187
H 1.67185 5.47717 -1.01361 0.0710
H 3.44896 -3.29756 1.92764 0.0384
O -4.89076 -0.97026 2.57569 -0.3269
C 2.55953 0.55472 -2.18836 -0.0927
O 2.49922 2.78978 -1.31992 -0.1521
H 4.23033 1.94560 -2.14078 0.1181
O 1.98669 -4.40078 -3.46997 0.1171
H -0.24444 -1.51066 1.38496 0.1246
H -0.22626 -3.22591 1.08636 0.1022
S -4.64878 0.44928 2.49261 0.6563
H -2.24630 -3.20733 -0.16191 0.0936
O 3.32119 -2.93907 -2.23163 0.2143
H -2.43671 2.51195 3.33749 0.1165
```

Output
energy	-4377.634692	hartree
HOMO-LUMO gap	10.138	eV
molar mass	500.148	g/mol
total charge	0
spin multiplicity	1
SMILES	[H]/N=C/C[C@@]1(C#C)[C@](Br)(B(O)O)OC(=O)[C@]1(F)OCCOCC.O=S1(=O)CCCC1
LUMO	0.3	eV